No. 1
{
  "formula": "C3H8F2O2P",
  "method": "ωB97M-V with the def2-TZVPD basis set",
  "e_tot_ev": -22054.060,
  "homo_energy_ev": -16.13,
  "de_lowest_kcal_mol": 14.6,
  "total_charge": 1,
  "orbital_gap_ev": 12.5423,
  "symbols": ["C", "C", "C", "O", "O", "F", "F", "P", "H", "H", "H", "H", "H", "H", "H", "H"],
  "positions_angstrom": [[1.1046, -2.1077, 1.1501], [-2.3056, 1.6485, -1.3449], [1.4870, -0.6335, 1.1613], [-1.1765, 1.7108, -0.3476], [0.4259, 0.2758, 0.8475], [1.2749, 1.6780, -1.1246], [-0.3465, -0.1164, -1.6540], [0.0628, 0.8877, -0.5086], [1.7790, -2.8017, 0.5553], [1.1025, -2.3934, 2.2514], [0.0847, -2.1754, 0.6680], [-3.0994, 2.3708, -0.9677], [-2.7690, 0.7831, -1.1543], [-1.8486, 1.5960, -2.2850], [2.4157, -0.4507, 0.5756], [1.8084, -0.2718, 2.1774]]
}

***

No. 2
{
  "formula": "C3H8F2P",
  "method": "ωB97M-V with the def2-TZVPD basis set",
  "e_tot_ev": -17956.456,
  "homo_energy_ev": -15.81,
  "de_lowest_kcal_mol": 36.4,
  "total_charge": 1,
  "orbital_gap_ev": 12.1385,
  "symbols": ["C", "C", "C", "F", "F", "P", "H", "H", "H", "H", "H", "H", "H", "H"],
  "positions_angstrom": [[-0.0941, 0.7233, 1.2555], [2.2894, -0.3467, -0.5095], [-0.8359, 0.6668, -0.0591], [0.1508, -1.9130, 0.3498], [-3.7513, -0.5680, -0.6064], [0.5642, -0.4336, 0.1065], [-4.1631, -1.3093, -1.1275], [0.6686, 1.4926, 1.1766], [-0.4219, 0.6574, 2.3115], [2.4471, 0.7700, -0.7373], [2.5498, -0.9303, -1.4501], [3.1186, -0.7688, 0.1128], [-0.6317, 1.5818, -0.7601], [-1.8905, 0.3779, -0.0627]]
}

***

No. 3
{
  "formula": "C3H8FN2",
  "method": "ωB97M-V with the def2-TZVPD basis set",
  "e_tot_ev": -8929.194,
  "homo_energy_ev": -14.00,
  "de_lowest_kcal_mol": 72.4,
  "total_charge": 1,
  "orbital_gap_ev": 10.2432,
  "symbols": ["C", "C", "C", "N", "N", "F", "H", "H", "H", "H", "H", "H", "H", "H"],
  "positions_angstrom": [[0.9935, 0.8417, -0.6854], [1.7380, -0.1585, -0.3541], [-1.0153, -0.7123, 0.4660], [-0.9181, -0.3967, -0.7536], [-1.4097, 0.1980, 1.3177], [1.8531, -0.5682, 0.8860], [0.7928, 1.3615, -1.6011], [0.5939, 1.4215, 0.0839], [2.3212, -0.7603, -1.0844], [-0.6603, -1.6958, 0.5747], [-0.7263, 0.5875, -0.9410], [-0.5253, -1.1758, -1.3060], [-1.3475, -0.0882, 2.3420], [-1.6900, 1.1455, 1.0553]]
}

***

No. 4
{
  "formula": "C3H8FN2",
  "method": "ωB97M-V with the def2-TZVPD basis set",
  "e_tot_ev": -8929.608,
  "homo_energy_ev": -13.66,
  "de_lowest_kcal_mol": 62.9,
  "total_charge": 1,
  "orbital_gap_ev": 9.9921,
  "symbols": ["C", "C", "C", "N", "N", "F", "H", "H", "H", "H", "H", "H", "H", "H"],
  "positions_angstrom": [[-1.9073, -0.3693, -0.0176], [2.0011, -0.8903, 0.5908], [1.9003, 0.2842, -0.1115], [-2.4447, 0.9281, -0.1896], [1.7900, 1.1476, -0.8266], [-0.3715, -0.2259, -0.0253], [1.6005, -1.7084, 0.0826], [3.1046, -0.9874, 0.7777], [1.3933, -0.8123, 1.5288], [-2.0035, -0.9390, 0.8660], [-2.8326, 1.3523, 0.5997], [-1.9047, -1.1137, -0.8383], [-2.1263, 1.3981, -1.0873], [1.8009, 1.9360, -1.3493]]
}

***

No. 5
{
  "formula": "C3H8FN2O2",
  "method": "ωB97M-V with the def2-TZVPD basis set",
  "e_tot_ev": -13030.432,
  "homo_energy_ev": -3.20,
  "de_lowest_kcal_mol": 23.0,
  "total_charge": -1,
  "orbital_gap_ev": 6.3911,
  "symbols": ["C", "H", "F", "C", "H", "N", "H", "H", "N", "O", "O", "C", "H", "H", "H", "H"],
  "positions_angstrom": [[0.9753, 0.1939, -0.3012], [-0.7089, 0.0741, -1.5432], [2.4111, -0.4347, 2.4960], [-0.4996, -0.1713, -0.4365], [1.5286, -0.5598, 0.2747], [1.2154, 1.5548, 0.0639], [0.3307, 2.0576, 0.1118], [1.7685, 2.0117, -0.7341], [-1.3719, 0.7295, 0.3651], [-1.6645, 0.3778, 1.4911], [-1.7512, 1.7703, -0.1428], [-0.8313, -1.6178, -0.1198], [-0.1456, -2.2676, -0.6797], [-0.6966, -1.8126, 0.9526], [-1.8654, -1.8697, -0.3962], [1.3056, -0.0362, -1.4017]]
}

***

No. 6
{
  "formula": "C3H8FN3",
  "method": "ωB97M-V with the def2-TZVPD basis set",
  "e_tot_ev": -10427.024,
  "homo_energy_ev": -8.89,
  "smiles": "C/N=C(\\CF)NN",
  "de_lowest_kcal_mol": 12.6,
  "total_charge": 0,
  "orbital_gap_ev": 9.7936,
  "symbols": ["C", "N", "C", "C", "F", "N", "N", "H", "H", "H", "H", "H", "H", "H", "H"],
  "positions_angstrom": [[2.3405, -0.0885, -0.1997], [1.1177, -0.8488, -0.2639], [-0.0187, -0.3594, 0.0350], [-0.3513, 1.0619, 0.4730], [-0.9713, 1.7308, -0.5736], [-1.1232, -1.2156, -0.0004], [-2.4145, -0.7484, -0.2487], [2.8689, -0.2187, -1.1354], [2.9742, -0.5000, 0.5913], [2.2112, 1.0062, -0.0560], [0.5483, 1.6034, 0.7293], [-1.0443, 1.0398, 1.3208], [-0.9143, -2.0485, -0.4716], [-2.3764, 0.0903, -0.8290], [-2.8468, -0.5044, 0.6287]]
}

***

No. 7
{
  "formula": "C3H8FN3O",
  "method": "ωB97M-V with the def2-TZVPD basis set",
  "e_tot_ev": -12471.843,
  "homo_energy_ev": -9.48,
  "smiles": "NN(/C=N\\O)CCF",
  "de_lowest_kcal_mol": 72.0,
  "total_charge": 0,
  "orbital_gap_ev": 10.2627,
  "symbols": ["N", "N", "C", "N", "O", "C", "C", "F", "H", "H", "H", "H", "H", "H", "H", "H"],
  "positions_angstrom": [[1.1702, 1.6804, -0.4716], [0.5090, 0.4251, -0.0873], [1.3580, -0.3368, 0.7752], [1.5909, -1.6156, 0.4914], [0.9950, -2.0630, -0.6703], [-1.0310, 0.6340, 0.0968], [-1.7372, -0.6898, -0.1080], [-3.0889, -0.5218, 0.1592], [1.4654, 2.2279, 0.4005], [2.0558, 1.3590, -0.8442], [1.7254, 0.1187, 1.6267], [0.5792, -1.2442, -1.0419], [-1.3589, 1.2406, -0.8748], [-1.4136, 1.2241, 1.0677], [-1.5035, -1.0429, -1.0776], [-1.3158, -1.3957, 0.5581]]
}

***

No. 8
{
  "formula": "C3H8FNO",
  "method": "ωB97M-V with the def2-TZVPD basis set",
  "e_tot_ev": -9494.616,
  "homo_energy_ev": -9.11,
  "de_lowest_kcal_mol": 37.1,
  "total_charge": 0,
  "orbital_gap_ev": 9.8460,
  "symbols": ["C", "C", "C", "N", "O", "F", "H", "H", "H", "H", "H", "H", "H", "H"],
  "positions_angstrom": [[-0.3994, 1.4175, 1.1950], [0.1352, -0.7808, -1.7239], [0.0635, 0.2642, 0.3757], [0.9703, -0.5804, 0.9177], [-0.1110, 0.3628, -0.9187], [-1.6293, -1.1292, 0.8258], [0.4384, 1.8636, 1.7280], [-0.8775, 2.1541, 0.5598], [-1.1249, 1.0541, 1.9204], [-0.1772, -0.5072, -2.7323], [-0.4793, -1.6122, -1.3542], [1.2005, -1.0478, -1.7310], [0.9118, -0.6497, 1.9225], [1.0693, -1.4793, 0.4668]]
}

***

No. 9
{
  "formula": "C3H8FP",
  "method": "ωB97M-V with the def2-TZVPD basis set",
  "e_tot_ev": -15244.698,
  "homo_energy_ev": [-8.44, -8.44],
  "de_lowest_kcal_mol": 63.2,
  "total_charge": 0,
  "orbital_gap_ev": [8.4685, 8.4687],
  "symbols": ["C", "C", "C", "F", "P", "H", "H", "H", "H", "H", "H", "H", "H"],
  "positions_angstrom": [[-0.0416, -2.2501, -0.2878], [-1.3242, 2.3525, 0.7114], [-0.0276, -0.7264, -0.0615], [-2.6122, -0.4645, 0.1818], [-1.5090, 0.1988, -0.8175], [-1.0959, -2.4510, 0.2141], [-0.1519, -2.7387, -1.2989], [0.5685, -2.8463, 0.3915], [-1.2084, 1.8548, 1.5929], [-2.3153, 2.9239, 0.5970], [-0.4934, 2.8452, 0.2880], [1.0121, -0.4160, -0.4380], [0.0711, -0.5791, 1.0629]]
}

***

No. 10
{
  "formula": "C3H8I2OSi",
  "method": "ωB97M-V with the def2-TZVPD basis set",
  "e_tot_ev": -29366.057,
  "homo_energy_ev": [-9.68, -6.89],
  "de_lowest_kcal_mol": 94.0,
  "total_charge": 0,
  "orbital_gap_ev": [9.2717, 3.3895],
  "symbols": ["C", "C", "C", "O", "Si", "I", "I", "H", "H", "H", "H", "H", "H", "H", "H"],
  "positions_angstrom": [[-0.7561, -0.3624, -1.8812], [1.3792, -1.9755, 2.4135], [-1.0193, 0.0986, -0.4465], [0.7127, -1.3441, 1.3462], [-0.7655, -1.2781, 0.8261], [4.0213, -3.3082, -0.4958], [-2.3243, -1.2416, 2.6941], [-1.6229, -0.9073, -2.3960], [-0.6658, 0.4009, -2.6279], [0.2462, -0.7956, -1.9942], [0.7503, -2.9286, 2.8140], [1.4839, -1.3091, 3.1881], [2.1742, -2.4539, 2.0177], [-2.0268, 0.3990, -0.2892], [-0.3776, 0.9020, -0.3186]]
}

***

No. 11
{
  "formula": "C3H8IN2O4S2Sn",
  "method": "ωB97M-V with the def2-TZVPD basis set",
  "e_tot_ev": -49999.576,
  "homo_energy_ev": -12.84,
  "de_lowest_kcal_mol": 0.0,
  "total_charge": 1,
  "orbital_gap_ev": 6.5022,
  "symbols": ["C", "C", "I", "C", "S", "O", "O", "N", "S", "N", "O", "O", "H", "H", "H", "H", "H", "H", "H", "H", "Sn"],
  "positions_angstrom": [[2.7763, -0.4366, 0.8723], [2.4877, -0.2579, -0.6483], [4.3279, 0.1788, -1.7837], [1.4257, 0.9116, -0.7693], [-0.1288, 0.0835, -0.1560], [-0.0840, -0.0006, 1.4163], [-0.2807, -1.2791, -0.7952], [-1.5233, 1.0032, -0.5374], [-2.9120, 0.0119, -0.3505], [-4.3412, 0.9575, -0.0542], [-3.1433, -0.6570, -1.6867], [-2.8121, -0.9974, 0.7691], [3.2043, 0.5151, 1.3584], [3.4889, -1.3219, 1.0321], [1.7731, -0.6804, 1.3847], [2.0664, -1.1887, -1.1654], [1.6766, 1.8147, -0.1065], [1.3776, 1.2974, -1.8469], [-5.1127, 0.3196, -0.3294], [-4.4529, 1.0523, 0.9758], [0.1864, -1.3260, 2.4207]]
}

***

No. 12
{
  "formula": "C3H8LaO3",
  "method": "ωB97M-V with the def2-TZVPD basis set",
  "e_tot_ev": -10234.605,
  "homo_energy_ev": -11.44,
  "de_lowest_kcal_mol": 5.4,
  "total_charge": 1,
  "orbital_gap_ev": 6.8064,
  "symbols": ["O", "C", "C", "O", "C", "La", "H", "H", "H", "H", "H", "H", "O", "H", "H"],
  "positions_angstrom": [[-0.1360, 2.0603, 0.9331], [-0.5543, 1.4402, -0.2960], [-1.0744, 0.0598, 0.0346], [0.0879, -0.7039, 0.4716], [-0.1743, -1.9557, 1.0700], [1.7444, 1.1266, 0.7617], [-1.3354, 2.0327, -0.8004], [-1.5118, -0.4505, -0.8388], [-1.7792, 0.0520, 0.8888], [-0.7625, -2.5857, 0.3867], [0.7900, -2.4371, 1.2676], [-0.7135, -1.8204, 2.0199], [2.1737, 1.2866, -1.8300], [0.9484, 1.3624, -1.6590], [2.2969, 0.5328, -2.4099]]
}

***

No. 13
{
  "formula": "C3H8LaO3",
  "method": "ωB97M-V with the def2-TZVPD basis set",
  "e_tot_ev": -10234.071,
  "homo_energy_ev": -11.91,
  "de_lowest_kcal_mol": 17.7,
  "total_charge": 1,
  "orbital_gap_ev": 7.0507,
  "symbols": ["O", "C", "C", "O", "C", "La", "H", "H", "H", "H", "H", "H", "O", "H", "H"],
  "positions_angstrom": [[2.5375, -0.8634, 2.1147], [3.1014, 0.4222, 1.9544], [2.2862, 1.2461, 0.9627], [2.4669, 0.5485, -0.3451], [2.0680, 1.3261, -1.4474], [0.8565, -0.8623, 0.9613], [4.1543, 0.3191, 1.6103], [3.1115, 0.9889, 2.9081], [2.6683, 2.2729, 0.8614], [2.7396, 2.1927, -1.5578], [2.1089, 0.6970, -2.3450], [1.0400, 1.7069, -1.3122], [-1.4567, 1.1095, 0.3688], [-1.9742, 0.8307, 1.1290], [-0.4592, 1.2435, 0.6995]]
}

***

No. 14
{
  "formula": "C3H8LaO3",
  "method": "ωB97M-V with the def2-TZVPD basis set",
  "e_tot_ev": -10234.312,
  "homo_energy_ev": -11.40,
  "de_lowest_kcal_mol": 12.2,
  "total_charge": 1,
  "orbital_gap_ev": 6.8173,
  "symbols": ["O", "C", "C", "O", "C", "La", "H", "H", "H", "H", "H", "H", "O", "H", "H"],
  "positions_angstrom": [[-0.3493, 2.1435, 1.2532], [-1.1742, 1.6626, 0.1573], [-1.4754, 0.2040, 0.3746], [-0.1969, -0.4873, 0.1702], [-0.1287, -1.8184, 0.6354], [1.1958, 1.5580, -0.0334], [-2.1088, 2.2345, 0.0337], [-2.2062, -0.1986, -0.3463], [-1.7941, -0.0461, 1.4067], [-0.9029, -2.4296, 0.1477], [0.8612, -2.2119, 0.3804], [-0.2715, -1.8589, 1.7261], [3.0653, 0.7443, -1.8912], [2.0765, 0.6539, -2.0483], [3.4092, -0.1499, -1.9661]]
}

***

No. 15
{
  "formula": "C3H8N",
  "method": "ωB97M-V with the def2-TZVPD basis set",
  "e_tot_ev": -4717.018,
  "homo_energy_ev": [-12.87, -18.05],
  "de_lowest_kcal_mol": 17.7,
  "s2": 2.010,
  "total_charge": 1,
  "multiplicity": 3,
  "orbital_gap_ev": [8.6479, 9.1389],
  "symbols": ["C", "C", "C", "N", "H", "H", "H", "H", "H", "H", "H", "H"],
  "positions_angstrom": [[0.5487, 0.2810, 1.5223], [-0.1068, 1.1551, -1.2924], [-0.3190, -1.1915, 0.0216], [0.1703, 0.1691, 0.2377], [0.9378, 1.1584, 1.9469], [0.5391, -0.6808, 2.0182], [-1.0996, 1.5785, -0.9948], [0.5935, 1.9579, -1.3808], [-0.1820, -1.6389, -0.9582], [0.3634, -1.9279, 0.5294], [-1.4325, -1.1416, 0.3674], [-0.0128, 0.2805, -2.0172]]
}

***

No. 16
{
  "formula": "C3H8N2",
  "method": "ωB97M-V with the def2-TZVPD basis set",
  "e_tot_ev": -6218.108,
  "homo_energy_ev": [1.29, -5.10],
  "de_lowest_kcal_mol": 23.6,
  "s2": 0.750,
  "total_charge": -1,
  "multiplicity": 2,
  "orbital_gap_ev": [3.0287, 9.5832],
  "symbols": ["C", "C", "N", "C", "N", "H", "H", "H", "H", "H", "H", "H", "H"],
  "positions_angstrom": [[0.0797, 0.1137, -1.8322], [-0.4572, 0.8127, -0.5496], [0.3989, 0.4898, 0.6763], [0.0629, -0.4516, 1.5592], [0.8240, -0.9972, 2.4934], [-0.5422, 0.4138, -2.7131], [-0.0697, -1.0760, -1.7821], [1.0556, 0.3421, -2.2780], [-0.6216, 1.8656, -0.6531], [-1.3743, 0.3398, -0.1821], [1.3254, 0.7650, 0.8787], [-1.0089, -0.7509, 1.7457], [0.3273, -1.8668, 2.6370]]
}

***

No. 17
{
  "formula": "C3H8N2",
  "method": "ωB97M-V with the def2-TZVPD basis set",
  "e_tot_ev": -6219.553,
  "homo_energy_ev": -8.87,
  "smiles": "[H]/N=C(/C)NC",
  "de_lowest_kcal_mol": 52.9,
  "total_charge": 0,
  "orbital_gap_ev": 9.7553,
  "symbols": ["H", "N", "C", "C", "N", "C", "H", "H", "H", "H", "H", "H", "H"],
  "positions_angstrom": [[-0.1451, -1.2689, 2.4384], [-0.1739, -1.5684, 1.4879], [0.0322, -0.7460, 0.5622], [-0.2651, -1.1002, -0.8807], [0.4282, 0.5236, 0.7200], [0.2494, 1.5522, -0.3710], [0.6074, -0.9195, -1.5438], [-0.5644, -2.1826, -0.8262], [-1.1446, -0.6491, -1.3417], [0.2854, 0.8952, 1.6718], [1.2943, 1.5634, -0.8468], [-0.0465, 2.6743, 0.1452], [-0.5572, 1.2259, -1.2153]]
}